The following is a DFT calculation (the ωB97M-V functional and the def2-TZVPD basis) of a molecular structure, C25H17N6O5Pd in a non-equilibrium geometry.

Geometry as XYZ:
```
54
Properties=species:S:1:pos:R:3:forces:R:3
Pd 2.5685 -3.1629 -0.4691 -0.2 -2.0 0.1
O 4.5756 -3.8244 3.1182 -1.4 0.3 -2.8
O 7.0097 -3.3962 3.0615 -1.9 -0.4 -1.2
O -6.4291 6.1061 -0.3534 -0.2 0.8 0.1
O 8.6659 -3.0382 1.6376 -2.9 -0.7 -0.3
O 2.9043 -3.7352 1.5702 0.8 0.4 0.5
N 4.5353 -3.4565 -0.4061 1.8 -0.5 -0.4
N 2.2856 -1.1898 -0.5834 0.3 3.2 0.3
N 0.5400 -3.0517 -0.4378 -1.3 -0.5 -0.3
N 5.5200 -3.3868 -1.3368 0.9 0.4 2.2
N -2.8509 0.5498 -0.2653 -0.6 0.8 0.0
N -1.2269 2.1307 -0.3160 -2.5 0.3 0.1
C 3.1008 1.0708 -0.5038 -1.5 -0.6 -0.1
C 1.7783 1.5220 -0.5191 0.3 0.5 0.4
C -2.5703 1.9169 -0.2813 0.9 0.3 0.0
C -3.2203 4.3893 -0.3179 0.0 -1.9 -0.1
C -7.6196 5.9981 0.4941 0.5 -0.3 -1.6
C -3.5962 2.9998 -0.2990 -1.0 0.9 -0.4
C -0.2630 -4.1003 -0.4761 -1.1 0.0 0.3
C 1.0066 -0.7355 -0.3989 1.3 -1.0 -0.4
C -1.3405 -1.5237 -0.3269 1.1 -0.1 0.3
C -2.1788 -2.6593 -0.2213 -0.5 0.3 0.0
C -5.9568 3.7351 -0.4786 -0.8 0.1 0.3
C -1.6793 -3.9465 -0.3000 0.3 0.1 -0.4
C -4.9949 2.7352 -0.3921 1.4 -0.6 0.1
C 6.7459 -3.3062 -0.6975 -0.2 0.2 0.1
C 0.6967 0.6214 -0.4023 1.5 -0.7 -0.3
C -0.6725 0.9131 -0.3215 -1.4 -0.9 -0.5
C 7.4505 -3.2828 1.8326 5.1 1.2 1.0
C -5.5619 5.0955 -0.4383 0.9 -1.4 0.6
C 4.1477 -3.6797 1.9311 -0.7 -0.5 2.3
C 5.0832 -3.4929 0.8108 2.5 0.6 -1.8
C -1.6408 -0.1226 -0.3406 -0.3 0.5 0.7
C 6.5429 -3.3442 0.6943 -3.4 -0.8 -1.5
C -4.1652 5.3928 -0.3845 -0.8 0.1 0.3
C 0.0474 -1.7977 -0.3554 -1.0 0.3 -0.1
C 3.2918 -0.3061 -0.6234 -0.2 -0.9 -0.1
H 1.5244 2.5816 -0.6068 0.3 -0.3 0.3
H -3.8127 0.1670 -0.1364 1.5 0.4 -0.3
H -2.3945 -4.7977 -0.2895 0.9 0.6 0.1
H -2.1498 4.5567 -0.2666 -0.2 0.5 0.1
H 7.6791 -3.2039 -1.2740 -0.7 -0.1 0.5
H -7.3196 5.4999 1.4013 -0.2 -0.4 0.3
H 4.2693 -0.7522 -0.8433 -0.2 0.4 0.5
H 3.9712 1.6717 -0.3686 0.2 0.7 -0.4
H 5.9445 -3.5857 3.0399 1.5 0.1 0.8
H 5.2703 -3.2865 -2.3140 0.3 -0.1 0.3
H -3.2479 -2.4723 -0.0677 0.4 -0.4 -0.2
H 0.2263 -5.0622 -0.6487 -0.4 0.2 0.3
H -7.0513 3.4520 -0.4956 1.5 0.4 0.0
H -5.2780 1.6748 -0.3891 -0.3 0.5 -0.1
H -8.3879 5.4406 -0.1040 0.4 0.6 0.9
H -3.8867 6.4433 -0.2596 0.0 -0.4 -0.3
H -7.8865 7.0356 0.7184 -0.2 -0.4 -0.2
```
Forces are in eV/Å.

Output
E_LUMO (spin up / spin down), eV: -4.09 / -5.40
2S+1: 3
Charge: +1
HOMO (spin up / spin down), eV: -10.49 / -10.49
Expectation value of S²: 2.0057
Kohn-Sham gap (spin up / spin down), Ha: 0.2354 / 0.1873

***

The following is a DFT calculation (the ωB97M-V functional and the def2-TZVPD basis) of a molecular structure, C25H18BCl3F9IN4O3STeTi in a non-equilibrium geometry.

Geometry as XYZ:
```
67
Properties=species:S:1:pos:R:3:forces:R:3
I -0.7071 -2.5647 3.0542 -0.4 -0.1 0.2
Te 2.0321 -2.3328 0.0959 -0.1 -0.4 -2.2
Ti 0.4470 0.6198 -0.6667 -0.4 0.6 1.5
Cl -0.1653 5.7705 -3.1527 0.0 0.0 0.0
Cl -1.0924 6.0219 -0.3783 -0.1 0.1 -0.2
Cl -2.8279 3.8284 -2.2435 0.0 0.0 0.0
S -1.1892 -0.7826 -4.5689 0.1 0.1 0.0
F 3.0165 -0.8171 -0.4153 0.2 -0.1 0.7
F 2.1661 1.6300 0.5748 -0.2 -0.3 -0.6
F 3.6571 0.4117 1.8922 0.0 0.0 -0.1
F 1.1670 -3.9666 0.2606 -0.1 0.1 0.1
F 2.1667 -2.8299 -1.7182 0.0 0.1 0.1
F 1.3732 0.1144 2.0457 0.1 0.0 0.0
F 2.0949 -2.3565 1.9303 0.4 0.5 -0.1
F 3.6913 -3.1573 0.1962 0.0 -0.1 0.3
F 2.3713 2.0308 2.8501 -0.1 0.1 0.0
O 0.5407 -1.3479 -0.3701 0.4 0.6 0.8
O -5.9241 0.4900 2.2706 0.0 0.0 0.0
O -0.7662 1.1231 0.5656 0.3 -0.5 -0.7
N 1.7831 0.6731 -2.4429 0.1 -0.4 0.4
N -2.7996 3.7959 1.8120 0.0 0.0 0.0
N 0.4081 2.7611 -1.1339 0.1 -0.3 -0.4
N -2.3320 -1.1138 0.8020 -0.1 0.0 0.0
C -0.3859 3.6721 1.7412 0.1 0.0 0.2
C -3.3024 -0.2977 0.7869 0.0 -0.1 -0.1
C -4.0083 3.2573 1.6604 0.0 0.0 0.0
C -1.7349 3.0777 1.4889 0.0 0.0 -0.1
C -2.5825 -2.4884 0.6980 0.0 0.0 -0.1
C -0.6368 5.0130 -1.6867 0.0 0.1 0.1
C -2.8868 -5.2508 0.4377 0.0 0.0 0.0
C 2.1306 -0.7134 -4.3479 0.1 0.1 0.0
C 3.9367 0.5690 -3.4206 0.0 0.0 0.0
C -3.4250 -3.0215 -0.2761 0.1 0.0 0.0
C -3.5741 -4.3932 -0.4068 0.0 0.0 0.0
C -0.0345 3.8018 -1.3738 -0.1 -0.2 -0.4
C 3.0652 1.0311 -2.4533 0.1 -0.1 0.0
C -1.9071 -3.3629 1.5538 -0.1 0.1 0.0
C -5.6426 1.4341 1.2377 0.0 0.0 0.0
C -2.0590 -4.7325 1.4246 0.0 0.0 0.0
C -4.2308 1.9516 1.2749 0.0 0.0 0.0
C -2.5432 -0.1377 -3.7415 -0.1 0.0 0.0
C 3.4617 -0.3387 -4.3576 0.0 0.0 0.0
C -0.1469 -0.2760 -3.3030 0.0 0.1 0.0
C -1.8637 1.7650 0.9815 -0.1 0.2 0.1
C -0.8202 0.3156 -2.2615 0.0 0.1 -0.1
C -2.2091 0.4164 -2.5447 -0.1 -0.1 0.2
C -3.1173 1.1506 0.9694 0.1 0.0 0.1
C 1.2991 -0.1525 -3.3898 -0.1 0.0 -0.1
B 2.4266 1.0315 1.9045 0.0 0.0 0.3
H 1.7346 -1.4219 -5.0616 0.0 0.0 0.0
H -5.5979 0.8555 3.0996 0.0 0.0 0.0
H -4.2206 -4.7907 -1.1791 0.0 0.0 0.0
H -3.9303 -2.3461 -0.9516 0.0 0.1 -0.1
H -2.9852 -6.3232 0.3295 0.0 0.0 0.0
H -4.3358 -0.6506 0.7311 0.0 0.0 0.0
H 0.1007 3.1633 2.5747 0.0 -0.1 0.1
H -1.5229 -5.3949 2.0908 0.0 0.0 0.0
H -3.5194 -0.1794 -4.1987 0.0 0.0 0.0
H 0.2864 3.5619 0.8945 -0.1 0.0 0.4
H -0.5074 4.7251 1.9833 0.0 -0.1 0.1
H 3.3830 1.6814 -1.6482 0.0 0.0 0.0
H -6.3260 2.2868 1.2961 0.0 0.0 0.0
H 4.9680 0.8894 -3.4172 0.0 0.0 0.0
H -5.8546 0.9181 0.3009 0.0 0.0 0.0
H -4.8536 3.9003 1.8870 0.0 0.0 0.0
H 4.1346 -0.7575 -5.0949 0.0 0.0 0.0
H -2.9187 0.9374 -1.9231 -0.1 0.0 0.1
```
Forces are in eV/Å.

Output
Energy relative to the best compared isomer or geometry (same formula, charge and spin), kJ/mol: 483.4
E_LUMO (spin up / spin down), eV: 0.89 / 0.78
2S+1: 2
Charge: -1
HOMO (spin up / spin down), eV: -5.18 / -6.18
Expectation value of S²: 0.7560
Kohn-Sham gap (spin up / spin down), Ha: 0.2229 / 0.2560